C5H9NO | ωB97M-V with the def2-TZVPD basis set

Computed properties:
Calculated total energy   -8866.38908 eV
Relative energy (zero: lowest compared OMol25 entry of this formula, charge and spin)   272.4 kJ/mol
Frontier orbital gap   10.2 eV
LUMO level   1.0547 eV

ORCA input file:
```
! RIJCOSX wB97M-V def2-TZVPD def2/J DEFGRID3
* xyz 0 1
H -0.525 1.635 -0.235
H -2.946 -1.284 0.475
H -2.992 0.274 -0.346
H -2.613 0.185 1.378
H 1.745 -0.503 -2.260
C 1.373 0.653 -0.504
N -1.007 -0.532 0.081
H 0.752 -0.728 1.301
H 2.192 -1.396 -0.801
C 2.164 -0.399 -1.257
O 1.951 1.633 -0.076
C -2.446 -0.308 0.404
C -0.111 0.638 -0.093
H -0.582 0.279 2.087
C -0.147 -0.121 1.176
H 3.192 -0.026 -1.331
*
```